Density functional theory data (wB97M-V/def2-TZVPD) for C23H16Cl4NO2SW as an isolated structure.

Properties
Net charge: +1
Frontier orbital gap (eV): 6.52
HOMO (eV): -11.551
LUMO level (eV): -5.03

Last column: Löwdin charge in e.
CARTESIAN COORDINATES (ANGSTROEM)
W: 0.105 -0.168 0.000  1.828
Cl: -4.063 -5.516 0.003  0.729
Cl: -4.897 -0.149 -0.001  0.761
Cl: -0.933 -4.992 0.003  0.757
Cl: -6.025 -3.094 0.001  0.730
S: 4.178 1.605 0.001  1.226
O: -1.837 -0.132 -0.001  -0.255
O: -0.341 -1.977 0.001  -0.250
N: 2.168 0.044 0.000  -0.125
C: -3.859 -1.508 0.000  -0.611
C: 3.279 -0.808 0.000  -0.270
C: -3.455 -3.916 0.002  -0.684
C: 5.241 -4.892 -1.256  -0.035
C: 5.239 -4.894 1.255  -0.035
C: 1.458 2.370 0.000  -0.269
C: 2.507 1.340 0.000  -0.526
C: -0.586 4.246 -0.002  -0.036
C: -2.072 -3.714 0.002  -0.616
C: 0.741 4.655 0.000  -0.031
C: 4.443 -2.893 0.000  -0.139
C: 0.103 1.934 -0.002  -0.265
C: 5.693 -0.788 0.002  -0.043
C: 4.477 -0.108 0.002  -0.428
C: 1.769 3.722 0.001  -0.027
C: 3.246 -2.199 0.000  0.051
C: 4.494 -4.420 -0.001  -0.557
C: -1.635 -2.411 0.001  -0.322
C: -2.490 -1.319 0.000  -0.339
C: 5.651 -2.164 0.001  -0.002
C: -4.334 -2.824 0.001  -0.678
C: -0.902 2.894 -0.003  -0.072
C: 3.097 -5.040 -0.003  -0.069
H: 2.524 -4.760 0.884  0.086
H: 0.980 5.710 0.001  0.121
H: 5.280 -5.984 1.269  0.093
H: 4.731 -4.561 2.162  0.095
H: 4.734 -4.558 -2.164  0.095
H: -1.936 2.573 -0.004  0.107
H: 6.264 -4.525 1.285  0.081
H: 3.188 -6.126 -0.003  0.095
H: 6.635 -0.258 0.003  0.122
H: 2.799 4.060 0.002  0.109
H: 2.299 -2.721 -0.001  0.097
H: 5.282 -5.982 -1.272  0.093
H: 6.589 -2.703 0.002  0.120
H: -1.375 4.987 -0.003  0.119
H: 6.266 -4.523 -1.284  0.081
H: 2.526 -4.760 -0.890  0.087